{
  "formula": "C2H6N4",
  "method": "ωB97M-V/def2-TZVPD",
  "elements": ["C", "H", "N", "H", "N", "H", "H", "N", "H", "C", "N", "H"],
  "xyz": [[0.153, -0.025, 0.841], [-1.608, 1.376, 1.101], [-0.264, 0.236, -1.590], [1.080, -1.256, -0.663], [-0.701, 1.135, 0.672], [0.689, 1.939, -2.042], [-0.180, -0.610, 1.723], [0.570, 1.318, -1.217], [-0.802, -1.659, -0.791], [0.008, -0.813, -0.655], [-0.625, 1.645, -0.505], [1.255, 0.228, 0.981]],
  "fmax_ev_per_a": 3.9,
  "gap_ev": 9.28,
  "total_charge": 0,
  "total_energy_ev": -8126.390,
  "lumo_ev": 1.057,
  "e_above_lowest_kj_mol": 550.3,
  "homo_energy_ev": -8.22
}